DFT (wB97M-V/def2-TZVPD) results for a molecular structure, C38H42BN9O3Ti.

HOMO-LUMO gap	6.6	eV
net charge	+2
energy above the lowest of the compared OMol25 structures with the same formula, charge and spin	3.0	kJ/mol

Positions of all 94 atoms, in Å:
Ti  -0.02071  -0.32542  0.11331
C  1.80614  1.15565  5.07246
C  0.84358  0.46854  4.16666
C  -0.33461  -0.18682  4.48184
C  -0.84840  -0.66833  3.28733
N  -0.02255  -0.31791  2.26542
N  1.00681  0.37446  2.84430
B  2.02957  1.06302  1.95421
N  1.26233  2.06953  1.05799
N  0.36209  1.65641  0.10066
C  -0.06032  2.77865  -0.55750
C  0.55445  3.87895  0.01122
C  1.37727  3.39991  1.02259
C  2.26432  4.17301  1.93475
C  -0.93004  2.81016  -1.74404
C  -0.63705  3.73962  -2.74452
C  -1.43369  3.82712  -3.87349
C  -2.53466  2.99256  -4.01611
C  -2.83348  2.07074  -3.02350
C  -2.03419  1.98068  -1.89418
N  2.73436  0.01106  1.06929
N  2.06984  -0.67427  0.08366
C  3.00620  -1.41074  -0.57676
C  4.23444  -1.22782  0.04684
C  4.03079  -0.32286  1.07500
C  5.02484  0.23297  2.03522
C  2.85489  -2.16654  -1.84384
C  1.77768  -2.97804  -2.18921
C  1.76250  -3.66703  -3.39197
C  2.82226  -3.55272  -4.27825
C  3.89909  -2.74110  -3.95300
C  3.91576  -2.05783  -2.74872
C  -2.10704  -1.43979  3.24605
C  -3.20628  -0.90927  3.92852
C  -4.37593  -1.63973  4.05821
C  -4.46018  -2.91722  3.51574
C  -3.36585  -3.46090  2.85987
C  -2.19209  -2.72975  2.73449
H  1.46698  1.06111  6.10082
H  1.88815  2.21644  4.83703
H  2.80082  0.71685  4.99789
H  -0.74930  -0.34306  5.46277
H  2.83533  1.64403  2.60159
H  0.41425  4.90881  -0.26812
H  2.11874  5.23726  1.76895
H  3.31265  3.93626  1.75195
H  2.04693  3.95331  2.97909
H  0.22802  4.38340  -2.64714
H  -1.19735  4.55022  -4.64240
H  -3.16134  3.06827  -4.89469
H  -3.70098  1.42966  -3.12333
H  -2.27881  1.28993  -1.10646
H  5.16465  -1.69751  -0.22109
H  5.98531  -0.25327  1.88438
H  4.71581  0.07099  3.06718
H  5.15706  1.30479  1.88741
H  0.93730  -3.08431  -1.52431
H  0.92037  -4.30317  -3.63224
H  2.81177  -4.09585  -5.21349
H  4.73109  -2.63969  -4.63661
H  4.75395  -1.41462  -2.51660
H  -3.13409  0.07648  4.37354
H  -5.21848  -1.21874  4.59043
H  -5.36950  -3.49319  3.62175
H  -3.41877  -4.46458  2.45990
H  -1.32299  -3.17963  2.27878
N  -3.16838  1.35733  1.25677
C  -4.25518  0.67131  0.55763
C  -4.10553  -0.84615  0.54956
C  -2.86626  -1.49091  0.01262
O  -2.79327  -2.63585  -0.35720
O  -1.73577  -0.73279  -0.09685
H  -3.22190  1.16240  2.25008
H  -3.28192  2.36003  1.15634
H  -4.30252  1.04560  -0.46566
H  -5.24037  0.87201  0.99149
H  -4.92359  -1.29664  -0.01613
H  -4.21174  -1.25011  1.56105
N  -1.40734  -1.72991  -2.74998
C  -0.45003  -0.83001  -3.02743
C  -0.22405  -0.51719  -4.38962
C  0.78652  0.31896  -4.74133
C  1.59867  0.86606  -3.73155
C  1.31581  0.55798  -2.44376
N  0.28709  -0.26311  -2.04326
H  -1.93316  -2.12085  -3.51212
H  -1.64232  -2.05480  -1.82731
H  -0.86079  -0.97686  -5.13329
H  0.96716  0.54973  -5.78279
H  2.42631  1.52118  -3.95840
H  1.91657  0.97108  -1.65096
O  0.04262  -2.45666  0.44351
H  0.87733  -2.88101  0.68408
H  -0.57367  -3.11997  0.09702